Entry 1:
Computed, not measured: a molecular structure, C15H31NO3P2Re, with the ωB97M-V functional and the def2-TZVPD basis.

Properties
⟨S²⟩: 3.795
Multiplicity: 4
Energy above the lowest of the compared OMol25 structures with the same formula, charge and spin (kJ/mol): 88.2
Gap between HOMO and LUMO (spin up / spin down) (eV): 8.288 / 7.218
LUMO level (spin up / spin down) (eV): -5.85 / -7.46
Highest occupied orbital energy (spin up / spin down) (eV): -14.14 / -14.67
Total charge: +2

Structure (XYZ):
```
53
C15H31NO3P2Re, DFT the ωB97M-V functional and the def2-TZVPD basis
P -0.436 -1.922 -1.497
P 0.335 2.137 -1.239
C -0.593 -0.437 -2.558
C 0.423 0.770 -2.497
H -1.644 -0.075 -2.545
H -0.471 -0.872 -3.570
H 1.461 0.376 -2.516
H 0.278 1.333 -3.443
C -1.057 3.149 -1.786
H -1.281 3.866 -0.994
H -1.943 2.546 -1.988
H -0.741 3.690 -2.678
C 1.795 3.133 -1.653
H 1.556 3.675 -2.573
H 2.674 2.496 -1.805
H 1.986 3.858 -0.854
C -1.556 -3.094 -2.277
H -1.618 -4.008 -1.677
H -1.131 -3.332 -3.256
H -2.553 -2.653 -2.404
C 1.218 -2.570 -1.683
H 1.979 -1.783 -1.745
H 1.224 -3.146 -2.615
H 1.467 -3.243 -0.853
Re 0.358 -0.915 4.634
C 0.055 2.127 0.623
C -1.373 1.769 0.749
C -1.951 0.686 -0.038
C -2.265 -0.716 0.520
C -1.103 -1.686 0.120
C 0.183 -1.330 0.735
C 1.065 -0.211 0.534
C 1.110 1.207 1.229
C 2.205 -1.478 3.911
H 0.290 3.198 0.895
H -1.965 2.232 1.521
H -1.077 0.510 -0.679
H -2.828 1.010 -0.611
H -2.335 -0.676 1.620
H -3.213 -1.079 0.076
H -1.385 -2.703 0.454
H 0.512 -2.037 1.527
H 0.963 0.055 -0.525
H 2.111 -0.570 0.611
H 0.982 1.101 2.294
H 2.078 1.645 1.043
H 2.808 -0.955 4.687
H 2.609 -1.132 2.942
H 2.544 -2.533 4.039
O 0.527 -0.549 6.308
N -0.493 0.307 3.672
O -1.230 1.246 3.429
O -0.555 -2.417 4.389
```

Mulliken atomic charges, in units of e: 0.820 1.104 -0.809 -1.140 0.465 0.565 0.380 0.665 -1.384 0.446 0.358 0.534 -1.317 0.502 0.447 0.412 -1.327 0.426 0.529 0.444 -1.372 0.416 0.441 0.413 1.331 0.386 -1.630 1.421 -1.216 0.361 -1.277 1.484 -1.619 -1.225 0.737 0.531 -1.989 0.632 0.388 0.414 0.695 0.288 -1.594 0.878 0.489 0.501 0.441 0.339 0.367 -0.500 0.317 -0.421 -0.545

=====

Entry 2:
Computed, not measured: a molecular structure, C4H5I2NO, with the ωB97M-V functional and the def2-TZVPD basis.

Properties
Energy above the lowest of the compared OMol25 structures with the same formula, charge and spin (kJ/mol): 519.9
Gap between HOMO and LUMO (spin up / spin down) (eV): 7.997 / 5.405
LUMO level (spin up / spin down) (eV): -0.10 / -0.98
Highest occupied orbital energy (spin up / spin down) (eV): -8.10 / -6.39

Structure (XYZ):
```
13
C4H5I2NO, DFT the ωB97M-V functional and the def2-TZVPD basis
C -1.383 -0.228 -0.185
C 0.556 -1.778 -0.983
C 1.157 -0.672 -0.150
C -0.796 2.343 1.213
N -0.208 -0.564 -0.588
O -2.548 -0.259 -0.016
I 0.843 1.584 2.451
I -0.366 3.144 -0.670
H 0.786 -1.747 -2.077
H 0.344 -2.702 -0.553
H 1.355 -0.775 0.972
H 1.839 0.036 -0.625
H -1.579 1.617 1.209
```

Mulliken atomic charges, in units of e: 0.330 -0.397 -0.436 -0.640 0.061 -0.438 0.022 0.083 0.223 0.317 0.220 0.236 0.419

=====

Entry 3:
Computed, not measured: a molecular structure, C2H2NO3, with the ωB97M-V functional and the def2-TZVPD basis.

Properties
Energy above the lowest of the compared OMol25 structures with the same formula, charge and spin (kJ/mol): 162.0
Gap between HOMO and LUMO (eV): 8.720
LUMO level (eV): 3.64
Highest occupied orbital energy (eV): -5.08
Total charge: -1

Structure (XYZ):
```
8
C2H2NO3, DFT the ωB97M-V functional and the def2-TZVPD basis
C -1.671 0.972 -0.408
C -0.066 -2.659 0.242
N -2.657 1.376 -0.855
O 0.530 -0.136 0.634
O 0.625 -2.977 -0.612
O -0.723 -2.657 1.172
H -0.574 0.381 0.204
H 1.213 0.525 0.193
```

Mulliken atomic charges, in units of e: -0.130 0.704 -0.537 -0.895 -0.402 -0.348 0.382 0.225

=====

Entry 4:
Computed, not measured: a single C7H9I molecule, with the ωB97M-V functional and the def2-TZVPD basis.

Properties
Energy above the lowest of the compared OMol25 structures with the same formula, charge and spin (kJ/mol): 489.1
Gap between HOMO and LUMO (spin up / spin down) (eV): 8.491 / 7.958
LUMO level (spin up / spin down) (eV): 0.30 / 0.28
Highest occupied orbital energy (spin up / spin down) (eV): -8.19 / -7.68

Structure (XYZ):
```
17
C7H9I, DFT the ωB97M-V functional and the def2-TZVPD basis
C 0.535 -0.519 2.159
C -0.130 0.551 1.464
C 0.976 -1.500 1.362
C -0.543 0.481 0.181
C -0.167 -0.603 -0.688
C -1.229 1.623 -0.531
C 0.844 -0.601 -1.753
I -1.535 -2.213 -0.943
H 0.845 -0.476 3.211
H -0.263 1.373 2.054
H 1.646 -2.300 1.406
H -1.819 2.251 0.148
H -1.898 1.315 -1.339
H -0.510 2.390 -0.696
H 1.559 0.103 -1.488
H 0.474 -0.204 -2.777
H 1.215 -1.673 -1.769
```

Mulliken atomic charges, in units of e: -0.302 -0.356 -0.608 0.570 -0.105 -1.495 -1.197 0.087 0.339 0.491 0.386 0.417 0.351 0.350 0.378 0.290 0.405

=====

Entry 5:
Computed, not measured: a molecular structure, C3H4F2, with the ωB97M-V functional and the def2-TZVPD basis.

Properties
Energy above the lowest of the compared OMol25 structures with the same formula, charge and spin (kJ/mol): 253.7
Gap between HOMO and LUMO (eV): 11.104
LUMO level (eV): 0.79
Highest occupied orbital energy (eV): -10.31

Structure (XYZ):
```
9
C3H4F2, DFT the ωB97M-V functional and the def2-TZVPD basis
C -0.919 -0.515 0.186
C 0.027 0.606 -0.202
C 1.331 0.288 -0.214
H -1.206 -0.382 1.330
H -0.431 -1.455 -0.093
H -0.682 1.656 0.235
H 2.186 0.991 -0.493
F -2.300 -0.363 -0.493
F 1.993 -0.826 -0.256
```

Mulliken atomic charges, in units of e: -0.124 -0.303 0.002 0.209 0.245 0.218 0.290 -0.336 -0.202

=====

Entry 6:
Computed, not measured: a molecular structure, C28H46NP3Ti, with the ωB97M-V functional and the def2-TZVPD basis.

Properties
Gap between HOMO and LUMO (eV): 5.803
LUMO level (eV): -7.11
Highest occupied orbital energy (eV): -12.91
Total charge: +2

Structure (XYZ):
```
79
C28H46NP3Ti, DFT the ωB97M-V functional and the def2-TZVPD basis
C -1.674 2.920 -3.705
C -1.319 1.820 -2.928
C 0.057 1.593 -2.698
C 1.034 2.447 -3.220
C 0.653 3.540 -3.999
C -0.705 3.786 -4.223
C 2.432 2.115 -2.791
C 2.676 0.643 -2.916
C 1.656 -0.156 -2.393
C 1.758 -1.569 -2.380
C 2.915 -2.136 -2.914
C 3.941 -1.345 -3.437
C 3.818 0.050 -3.456
H -2.735 3.112 -3.863
H 1.412 4.197 -4.425
H -1.022 4.651 -4.799
H 3.180 2.693 -3.334
H 3.009 -3.222 -2.892
H 4.834 -1.817 -3.839
H 4.602 0.675 -3.885
N 0.490 0.488 -1.960
Ti -0.073 0.290 0.055
C -2.374 0.916 -2.313
H -2.282 -0.123 -2.671
H -3.378 1.278 -2.577
C 0.618 -2.417 -1.835
H -0.312 -2.241 -2.402
H 0.871 -3.484 -1.913
P -2.350 0.878 -0.454
P 0.212 -2.147 -0.062
C 1.345 -3.281 0.807
H 1.138 -3.281 1.885
H 1.227 -4.299 0.409
H 2.378 -2.946 0.647
C -1.417 -2.947 0.086
H -1.280 -4.034 -0.036
H -1.868 -2.753 1.070
H -2.104 -2.591 -0.697
C -2.841 2.595 -0.060
H -3.833 2.803 -0.488
H -2.862 2.751 1.025
H -2.111 3.293 -0.494
C -3.841 -0.101 -0.085
H -3.966 -0.190 1.002
H -4.726 0.394 -0.512
H -3.750 -1.109 -0.512
H 2.504 2.362 -1.694
H 1.212 -0.770 0.544
C -2.960 1.553 3.584
C -1.429 1.679 3.626
C -0.947 1.605 5.085
P -0.509 0.538 2.487
C 1.214 1.251 2.253
C 1.308 2.731 2.693
C 2.341 0.430 2.895
C -0.612 -1.163 3.265
C 0.117 -1.372 4.593
C -2.080 -1.606 3.400
H -3.302 0.583 3.963
H -3.376 1.709 2.583
H -3.378 2.329 4.246
H -1.179 2.679 3.231
H -1.463 0.803 5.635
H 0.138 1.471 5.194
H -1.207 2.550 5.586
H 1.373 1.226 1.128
H 1.209 2.835 3.784
H 2.291 3.132 2.404
H 0.549 3.359 2.208
H 2.289 -0.640 2.655
H 3.305 0.791 2.500
H 2.357 0.567 3.988
H -0.119 -1.818 2.515
H -0.424 -0.903 5.417
H 0.148 -2.454 4.797
H 1.145 -1.009 4.587
H -2.707 -1.327 2.543
H -2.114 -2.701 3.507
H -2.530 -1.190 4.310
```

Mulliken atomic charges, in units of e: -0.951 0.516 0.696 0.536 -0.947 -0.908 -0.948 0.412 0.688 0.489 -0.985 -0.938 -1.058 0.425 0.475 0.420 0.607 0.430 0.420 0.482 0.088 -2.233 -0.991 0.424 0.569 -0.940 0.466 0.613 1.352 1.592 -1.406 0.358 0.519 0.387 -1.180 0.542 0.169 0.315 -1.362 0.490 0.272 0.384 -1.300 0.286 0.521 0.367 0.088 0.005 -1.277 0.930 -1.833 1.756 1.552 -1.739 -1.799 2.889 -1.595 -2.011 0.246 0.156 0.492 0.594 0.380 0.393 0.418 -0.431 0.377 0.459 0.347 0.362 0.469 0.426 -2.185 0.333 0.489 0.330 0.317 0.432 0.464

=====

> Number 2 is which compound?

C4H5I2NO

=====

> Which formula does entry 2 have?

C4H5I2NO

=====

> What is the formula in the first record?

C15H31NO3P2Re